*one*
{
  "formula": "C2H5O2S",
  "method": "the ωB97M-V functional and the def2-TZVPD basis",
  "elements": ["C", "S", "H", "H", "H", "O", "C", "O", "H", "H"],
  "coordinates": [[-1.06, 0.80, -0.95], [-1.49, 1.15, 0.79], [-0.97, -0.28, -1.03], [-1.86, 1.23, -1.57], [-0.12, 1.28, -1.19], [0.67, -1.75, -0.12], [1.44, -1.19, 0.67], [1.21, -0.29, 1.52], [2.51, -1.54, 0.61], [-0.33, 0.58, 1.26]],
  "gap_ev": 8.187,
  "spin_multiplicity": 1,
  "total_charge": -1
}

=====

*two*
{
  "formula": "C2H5O2S",
  "method": "the ωB97M-V functional and the def2-TZVPD basis",
  "elements": ["C", "C", "O", "O", "S", "H", "H", "H", "H", "H"],
  "coordinates": [[1.28, 0.63, -0.55], [-2.94, -0.37, 0.42], [3.22, -0.99, -0.66], [2.95, 0.46, 1.31], [2.28, -0.40, 0.33], [0.68, 0.18, -1.49], [0.71, 1.30, 0.02], [-2.87, -1.20, -0.16], [-3.26, 0.49, -0.27], [-2.05, -0.10, 1.07]],
  "gap_ev": [6.918, 5.041],
  "spin_multiplicity": 1,
  "total_charge": -1
}

=====

*three*
{
  "formula": "C2H5O2S",
  "method": "the ωB97M-V functional and the def2-TZVPD basis",
  "elements": ["C", "C", "O", "O", "S", "H", "H", "H", "H", "H"],
  "coordinates": [[1.20, -1.64, -0.11], [-1.66, 1.09, 0.02], [1.58, 0.60, 1.32], [1.74, 0.64, -1.17], [1.05, 0.06, 0.01], [0.54, -2.01, 0.66], [0.89, -2.15, -0.96], [-1.99, 1.74, -0.84], [-2.28, 0.21, 0.15], [-1.07, 1.45, 0.92]],
  "gap_ev": [6.661, 7.402],
  "spin_multiplicity": 1,
  "total_charge": -1
}

=====

Tell me which of them is the most stable. Sure, it is *one*.

=====

*one*
{
  "formula": "C5H11N3O2",
  "method": "the ωB97M-V functional and the def2-TZVPD basis",
  "elements": ["C", "C", "C", "C", "C", "H", "H", "H", "H", "H", "H", "H", "H", "H", "H", "H", "N", "N", "N", "O", "O"],
  "coordinates": [[-1.23, -2.11, -1.99], [-0.63, -0.90, -1.07], [1.47, 0.36, -0.36], [1.11, 0.52, 1.12], [0.81, 1.89, 1.64], [-2.02, -2.74, -0.21], [-0.79, -4.11, -1.23], [-1.84, -1.68, -2.72], [-0.55, -2.61, -2.64], [-2.35, 0.01, -0.41], [1.50, -1.27, -1.51], [2.47, 0.07, -0.77], [1.35, 1.45, -0.75], [1.74, -0.22, 1.85], [0.07, -0.02, 1.11], [-0.66, 1.74, 0.56], [-1.81, -3.22, -1.30], [-1.35, -0.07, -0.46], [0.72, -0.77, -0.82], [-0.22, 2.56, 0.93], [1.35, 2.35, 2.66]],
  "gap_ev": 9.752,
  "spin_multiplicity": 1
}

=====

*two*
{
  "formula": "C5H11N3O2",
  "method": "the ωB97M-V functional and the def2-TZVPD basis",
  "elements": ["C", "C", "N", "C", "N", "O", "C", "C", "N", "O", "H", "H", "H", "H", "H", "H", "H", "H", "H", "H", "H"],
  "coordinates": [[-2.49, 1.28, 0.15], [-1.63, 0.30, 0.41], [-1.70, -0.54, 1.52], [-0.39, 0.05, -0.44], [-0.29, -1.39, -0.67], [-0.48, 0.78, -1.63], [0.85, 0.48, 0.38], [2.11, 0.17, -0.39], [3.05, -0.53, 0.29], [2.27, 0.48, -1.55], [-3.35, 1.44, 0.78], [-2.34, 1.93, -0.68], [-2.61, -0.58, 1.95], [-1.30, -1.45, 1.35], [0.52, -1.59, -1.25], [-1.11, -1.70, -1.18], [0.42, 0.85, -2.00], [0.83, -0.01, 1.35], [0.78, 1.56, 0.52], [3.92, -0.75, -0.16], [2.93, -0.78, 1.26]],
  "gap_ev": 9.005,
  "spin_multiplicity": 1
}

=====

Tell me which of them is the most stable. Sure, it is *two*.

=====

*one*
{
  "formula": "C5H11N3O2",
  "method": "the ωB97M-V functional and the def2-TZVPD basis",
  "elements": ["C", "N", "C", "C", "N", "N", "C", "C", "O", "H", "H", "H", "H", "H", "H", "H", "H", "H", "O", "H", "H"],
  "coordinates": [[0.46, -2.79, 0.41], [1.22, -1.57, 0.47], [0.58, -0.38, 0.45], [1.46, 0.81, 0.52], [2.09, 1.77, 0.64], [-0.69, -0.29, 0.40], [-1.41, 0.96, 0.40], [-2.71, 0.76, -0.37], [-3.46, -0.31, 0.17], [-0.13, -2.85, -0.51], [1.16, -3.64, 0.45], [-0.23, -2.87, 1.26], [2.23, -1.64, 0.51], [-1.65, 1.25, 1.43], [-0.85, 1.80, -0.06], [-3.34, 1.66, -0.30], [-2.49, 0.58, -1.43], [-2.85, -1.04, 0.29], [3.82, 2.71, -1.81], [3.06, 2.17, -2.05], [3.73, 2.90, -0.87]],
  "gap_ev": 10.035,
  "spin_multiplicity": 1
}

=====

*two*
{
  "formula": "C5H11N3O2",
  "method": "the ωB97M-V functional and the def2-TZVPD basis",
  "elements": ["O", "C", "N", "C", "N", "C", "C", "O", "C", "N", "H", "H", "H", "H", "H", "H", "H", "H", "H", "H", "H"],
  "coordinates": [[2.32, 1.82, -1.28], [1.43, 0.99, -1.10], [0.23, 0.94, -1.77], [-0.67, -0.19, -1.67], [-0.69, -0.86, -0.38], [-1.23, -0.07, 0.78], [-1.51, -1.02, 2.00], [-1.81, -0.19, 3.16], [0.70, -1.16, -0.12], [1.58, -0.05, -0.22], [0.10, 1.58, -2.54], [-0.29, -0.90, -2.38], [-1.65, 0.14, -1.95], [-2.14, 0.39, 0.42], [-0.47, 0.72, 1.01], [-0.65, -1.73, 2.19], [-2.39, -1.65, 1.82], [-1.03, 0.34, 3.32], [0.79, -1.48, 0.92], [1.07, -1.91, -0.82], [2.45, -0.06, 0.28]],
  "gap_ev": 10.233,
  "spin_multiplicity": 1
}

=====

Tell me which of them is the most stable. Sure, it is *two*.

=====

*one*
{
  "formula": "C2H4N3O",
  "method": "the ωB97M-V functional and the def2-TZVPD basis",
  "elements": ["O", "N", "C", "N", "C", "N", "H", "H", "H", "H"],
  "coordinates": [[1.83, 0.69, 1.42], [0.85, 0.34, 0.85], [0.31, 0.79, -0.51], [-0.81, -0.27, -0.65], [-0.73, -1.03, 0.37], [0.17, -0.67, 1.27], [0.93, 0.61, -1.31], [-0.03, 1.73, -0.50], [-1.23, -0.33, -1.57], [-1.28, -1.84, 0.61]],
  "gap_ev": 9.720,
  "spin_multiplicity": 1,
  "total_charge": 1
}

=====

*two*
{
  "formula": "C2H4N3O",
  "method": "the ωB97M-V functional and the def2-TZVPD basis",
  "elements": ["C", "C", "N", "N", "N", "O", "H", "H", "H", "H"],
  "coordinates": [[1.85, 0.69, 0.10], [-1.50, -0.91, 0.52], [1.86, 1.15, -1.00], [-0.34, 0.63, -1.03], [-0.83, -0.06, -0.31], [1.61, 0.20, 1.11], [-2.12, -0.29, 1.08], [-0.99, -1.36, 1.28], [-1.87, -1.65, -0.11], [2.35, 1.60, -1.65]],
  "gap_ev": 10.193,
  "spin_multiplicity": 1,
  "total_charge": 1
}

=====

Tell me which of them is the most stable. Sure, it is *two*.

=====

*one*
{
  "formula": "C2HBrO",
  "method": "the ωB97M-V functional and the def2-TZVPD basis",
  "elements": ["Br", "C", "C", "O", "H"],
  "coordinates": [[-1.77, 0.41, 1.34], [-0.49, 0.39, 0.08], [0.40, -0.46, -0.47], [0.93, 0.66, 0.26], [0.93, -0.99, -1.21]],
  "gap_ev": [8.066, 8.113],
  "spin_multiplicity": 1
}

=====

*two*
{
  "formula": "C2HBrO",
  "method": "the ωB97M-V functional and the def2-TZVPD basis",
  "elements": ["Br", "C", "C", "O", "H"],
  "coordinates": [[3.61, 0.16, 0.01], [1.88, -0.34, -0.12], [0.62, -0.08, -0.30], [1.18, -1.58, -0.01], [-0.25, 0.43, -0.60]],
  "gap_ev": 9.221,
  "spin_multiplicity": 1
}

=====

Tell me which of them is the most stable. Sure, it is *two*.

=====

*one*
{
  "formula": "C29H29AsN7O7Sr",
  "method": "the ωB97M-V functional and the def2-TZVPD basis",
  "elements": ["Sr", "O", "C", "C", "C", "C", "C", "C", "C", "O", "N", "N", "C", "C", "C", "C", "C", "C", "N", "H", "H", "H", "H", "H", "H", "H", "H", "H", "H", "O", "C", "O", "C", "C", "C", "C", "C", "C", "N", "O", "O", "H", "H", "H", "H", "O", "N", "C", "C", "N", "C", "N", "C", "C", "As", "C", "C", "C", "C", "H", "H", "H", "H", "H", "H", "H", "H", "H", "H", "H", "H", "H", "H", "H"],
  "coordinates": [[0.17, -0.68, 0.29], [-2.67, -0.57, -3.67], [-3.27, 0.62, -3.51], [-4.25, 0.98, -4.43], [-4.89, 2.20, -4.34], [-4.55, 3.09, -3.32], [-3.59, 2.73, -2.40], [-2.93, 1.50, -2.46], [-1.88, 1.15, -1.46], [-1.22, 0.08, -1.66], [-1.76, 2.00, -0.45], [-0.67, 1.70, 0.32], [-0.61, 2.12, 1.52], [0.56, 1.80, 2.38], [0.61, 2.32, 3.67], [1.70, 2.03, 4.48], [2.71, 1.24, 3.97], [2.58, 0.77, 2.67], [1.55, 1.04, 1.89], [-1.97, -0.63, -2.97], [-4.49, 0.27, -5.22], [-5.64, 2.46, -5.07], [-5.05, 4.05, -3.25], [-3.32, 3.40, -1.60], [-1.42, 2.72, 1.95], [-0.20, 2.94, 4.03], [1.74, 2.42, 5.49], [3.58, 0.97, 4.56], [3.35, 0.13, 2.24], [-0.34, -1.40, 2.72], [-1.55, -1.53, 2.40], [-1.98, -1.47, 1.23], [-2.56, -1.73, 3.51], [-3.91, -1.52, 3.27], [-4.84, -1.67, 4.28], [-4.44, -2.06, 5.55], [-3.09, -2.27, 5.76], [-2.13, -2.11, 4.78], [-2.65, -2.67, 7.12], [-1.46, -2.82, 7.32], [-3.51, -2.84, 7.96], [-4.20, -1.24, 2.27], [-5.89, -1.50, 4.08], [-5.14, -2.20, 6.36], [-1.08, -2.25, 4.98], [1.12, -2.51, -0.91], [0.72, -3.71, -1.07], [1.63, -4.64, -0.81], [2.95, -4.27, -0.41], [4.01, -3.96, -0.10], [1.25, -5.99, -0.97], [0.96, -7.10, -1.10], [5.39, 0.53, -0.83], [4.69, 1.51, -1.75], [2.75, 1.10, -1.85], [2.84, -0.59, -2.86], [3.63, -0.59, -4.16], [2.22, 2.31, -3.32], [0.79, 2.05, -3.77], [6.46, 0.74, -0.74], [5.29, -0.50, -1.18], [4.97, 0.57, 0.18], [5.12, 1.51, -2.75], [4.78, 2.54, -1.37], [1.80, -0.89, -3.04], [3.23, -1.34, -2.16], [3.21, 0.10, -4.89], [3.62, -1.59, -4.62], [4.67, -0.32, -4.01], [2.94, 2.20, -4.14], [2.33, 3.33, -2.94], [0.65, 1.03, -4.12], [0.50, 2.72, -4.58], [0.09, 2.20, -2.95]],
  "gap_ev": 7.380,
  "spin_multiplicity": 1,
  "total_charge": -1
}

=====

*two*
{
  "formula": "C29H29AsN7O7Sr",
  "method": "the ωB97M-V functional and the def2-TZVPD basis",
  "elements": ["Sr", "O", "C", "C", "C", "C", "C", "C", "C", "O", "N", "N", "C", "C", "C", "C", "C", "C", "N", "H", "H", "H", "H", "H", "H", "H", "H", "H", "H", "O", "C", "O", "C", "C", "C", "C", "C", "C", "N", "O", "O", "H", "H", "H", "H", "O", "N", "C", "C", "N", "C", "N", "C", "C", "As", "C", "C", "C", "C", "H", "H", "H", "H", "H", "H", "H", "H", "H", "H", "H", "H", "H", "H", "H"],
  "coordinates": [[-0.19, -0.74, 0.42], [-5.01, -3.30, 1.11], [-5.38, -2.05, 1.44], [-6.58, -1.89, 2.14], [-7.02, -0.63, 2.50], [-6.28, 0.50, 2.17], [-5.08, 0.34, 1.49], [-4.61, -0.92, 1.13], [-3.28, -1.02, 0.45], [-2.50, -0.02, 0.44], [-3.07, -2.22, -0.12], [-1.75, -2.38, -0.51], [-1.46, -3.35, -1.26], [-0.02, -3.56, -1.63], [0.31, -4.27, -2.77], [1.64, -4.39, -3.12], [2.61, -3.83, -2.31], [2.19, -3.15, -1.18], [0.90, -3.00, -0.83], [-4.12, -3.18, 0.65], [-7.15, -2.78, 2.38], [-7.95, -0.53, 3.05], [-6.62, 1.49, 2.44], [-4.47, 1.19, 1.22], [-2.22, -4.02, -1.66], [-0.47, -4.70, -3.38], [1.93, -4.93, -4.02], [3.66, -3.91, -2.53], [2.91, -2.71, -0.49], [2.06, -0.27, 0.51], [2.02, 0.02, -0.73], [1.00, -0.08, -1.48], [3.28, 0.55, -1.38], [3.21, 1.43, -2.45], [4.38, 1.95, -3.01], [5.62, 1.56, -2.52], [5.65, 0.67, -1.47], [4.52, 0.17, -0.87], [6.98, 0.23, -0.95], [7.01, -0.76, -0.25], [7.97, 0.81, -1.36], [2.24, 1.69, -2.84], [4.32, 2.65, -3.84], [6.54, 1.94, -2.94], [4.58, -0.50, -0.02], [-0.80, -1.86, 2.23], [0.03, -2.82, 2.21], [1.22, -2.57, 2.72], [1.56, -1.31, 3.36], [1.84, -0.31, 3.86], [2.21, -3.62, 2.65], [3.01, -4.45, 2.60], [-0.90, 2.81, 3.21], [-1.47, 3.00, 1.79], [-0.36, 2.13, 0.43], [1.19, 3.33, 0.47], [0.94, 4.83, 0.34], [-1.35, 2.82, -1.14], [-1.49, 1.83, -2.30], [-1.58, 3.22, 3.96], [0.06, 3.31, 3.33], [-0.75, 1.76, 3.44], [-1.59, 4.05, 1.55], [-2.44, 2.51, 1.69], [1.87, 2.98, -0.31], [1.69, 3.10, 1.41], [0.51, 5.09, -0.62], [1.87, 5.39, 0.45], [0.25, 5.19, 1.11], [-0.88, 3.74, -1.48], [-2.33, 3.09, -0.76], [-0.53, 1.58, -2.76], [-2.14, 2.24, -3.08], [-1.93, 0.89, -1.97]],
  "gap_ev": 7.269,
  "spin_multiplicity": 1,
  "total_charge": -1
}

=====

Tell me which of them is the most stable. Sure, it is *one*.

=====

*one*
{
  "formula": "C2H13NP5",
  "method": "the ωB97M-V functional and the def2-TZVPD basis",
  "elements": ["C", "C", "N", "P", "P", "P", "P", "P", "H", "H", "H", "H", "H", "H", "H", "H", "H", "H", "H", "H", "H"],
  "coordinates": [[1.42, 0.54, -0.63], [-0.89, 1.03, -1.31], [-0.05, 0.36, -0.37], [-0.35, -2.10, -2.46], [0.39, -1.10, 2.30], [1.02, 2.13, 1.86], [-0.76, -1.96, -0.37], [-0.51, 0.66, 1.52], [1.63, 1.53, -0.54], [2.05, 0.22, 0.24], [1.65, 0.07, -1.62], [-1.87, 1.13, -1.06], [-0.47, 1.95, -1.63], [-0.98, 0.35, -2.15], [-0.03, -3.44, -2.12], [-1.68, -2.37, -2.69], [-0.73, -1.62, 3.10], [1.27, -0.69, 3.43], [0.13, 3.06, 1.99], [0.81, 1.80, 3.22], [-2.08, -1.56, -0.70]],
  "gap_ev": 7.376,
  "spin_multiplicity": 1,
  "total_charge": 1
}

=====

*two*
{
  "formula": "C2H13NP5",
  "method": "the ωB97M-V functional and the def2-TZVPD basis",
  "elements": ["C", "N", "C", "P", "P", "P", "P", "P", "H", "H", "H", "H", "H", "H", "H", "H", "H", "H", "H", "H", "H"],
  "coordinates": [[0.06, 0.24, 1.42], [0.14, 0.13, -0.06], [0.48, 1.48, -0.60], [1.41, -1.15, -0.29], [3.43, -0.26, 0.11], [-1.43, -0.72, -0.75], [-3.06, 0.54, 0.16], [-1.36, -2.56, 0.48], [0.20, -0.83, 1.85], [0.93, 0.81, 1.79], [-0.78, 0.63, 1.82], [1.24, 2.01, 0.12], [0.94, 1.38, -1.58], [-0.47, 2.21, -0.67], [1.40, -1.19, -1.76], [3.86, -0.29, -1.22], [2.99, 1.04, -0.10], [-2.20, 1.70, 0.16], [-3.51, 0.78, -1.11], [-1.58, -3.51, -0.55], [-2.71, -2.46, 0.77]],
  "gap_ev": 8.936,
  "spin_multiplicity": 1,
  "total_charge": 1
}

=====

Tell me which of them is the most stable. Sure, it is *two*.